[1]
Molecular formula: C26H26F4FeN4O3S
Method: DFT, ωB97M-V/def2-TZVPD

Properties
Energy above the lowest of the compared OMol25 structures with the same formula, charge and spin: 36.9 kcal/mol
E_HOMO (spin up / spin down): -10.40 / -10.40 eV
Frontier orbital gap (spin up / spin down): 7.358 / 5.550 eV

Geometry as ORCA input:
```
! wB97M-V def2-TZVPD RIJCOSX def2/J DEFGRID3
* xyz 1 6
C 7.083 -1.171 0.015
H 5.091 -1.294 1.849
C -3.234 0.908 -2.210
H 1.571 2.637 2.144
H 1.926 1.031 1.495
H 0.256 -0.963 2.654
C -1.265 1.562 -3.942
C 4.743 -1.262 0.831
H -1.348 -2.628 -1.970
H -0.344 2.320 -5.745
N 0.188 1.131 2.821
H -2.390 -2.946 -1.010
H -3.950 0.637 -1.452
H -2.528 2.443 1.220
H -1.625 1.899 3.531
H 3.383 -1.498 -2.767
C -3.043 -0.089 1.828
C -0.925 2.024 2.690
C -4.191 -2.277 2.606
F -4.159 -3.607 2.645
H 1.830 2.240 -5.004
C 0.039 -0.269 3.435
Fe -1.290 -0.591 -0.259
C -3.982 0.556 2.676
C -2.615 1.781 -4.345
C -3.610 1.415 -3.498
F -5.618 0.602 4.283
H -0.955 -0.387 3.788
C -3.302 -1.542 1.843
C 2.850 -1.386 -0.662
C 5.613 -1.207 -0.190
C -4.862 -0.147 3.441
H 7.242 -1.423 1.050
H -5.779 -2.076 4.035
O 0.972 -2.234 -2.218
C 0.355 0.649 -2.370
N -2.014 0.660 -1.842
H 5.782 -1.223 -2.391
C -5.046 -1.540 3.373
H -0.563 3.040 2.678
H -4.669 1.445 -3.706
H 7.337 -0.179 -0.174
F -2.345 -2.206 1.104
N 0.473 -0.026 -1.143
C 1.096 1.842 -4.334
O -2.066 -2.162 -1.501
H -0.922 2.142 0.580
H 0.740 -0.414 4.247
C 5.128 -1.246 -1.520
H 7.615 -1.852 -0.665
S 1.158 -1.467 -1.008
H 2.338 1.416 3.184
H 2.266 1.088 -2.586
C 3.786 -1.403 -1.774
C 1.527 1.524 2.432
C -0.203 1.931 -4.720
C -0.992 0.939 -2.710
H -2.849 2.078 -5.383
N -2.090 0.403 1.084
C 1.385 1.205 -3.100
C -1.639 1.807 1.299
O 0.456 -1.957 0.282
C 3.387 -1.331 0.586
F -4.012 1.901 3.003
H 2.809 -1.250 1.466
*
```

***

[2]
Molecular formula: C26H26N3O2S3ScSe2
Method: DFT, ωB97M-V/def2-TZVPD

Properties
E_HOMO: -14.17 eV
Frontier orbital gap: 7.893 eV

Geometry as ORCA input:
```
! wB97M-V def2-TZVPD RIJCOSX def2/J DEFGRID3
* xyz 2 1
H -0.368 -2.579 5.077
C 0.248 0.730 4.792
H 3.205 2.849 1.692
C -2.483 -3.846 -2.451
C -2.114 0.860 -2.709
O -1.444 1.283 1.134
H 0.932 2.579 -1.971
H 2.598 0.857 2.909
N -1.958 0.887 -1.337
C -4.386 1.697 -2.487
H -2.531 0.803 -6.584
H 3.773 1.957 0.305
C 2.679 1.295 -2.059
C 0.101 -0.499 5.411
H -3.768 -3.782 -0.712
C -2.749 1.401 0.854
C -2.091 -2.464 -0.564
C 3.017 1.961 1.088
C -1.311 -3.351 -2.987
C -0.209 -1.460 3.257
C -0.593 -2.398 -2.279
H 3.669 1.215 -1.613
H -4.400 1.540 -5.162
H -4.983 2.071 -0.453
N -0.977 -1.932 -1.085
H 3.900 -1.465 -2.135
S 1.846 -0.293 -1.883
H -0.123 0.148 -3.113
N 0.001 -0.291 2.644
C 0.169 0.791 3.413
C -2.977 1.340 -0.626
C -0.165 -1.616 4.631
C 3.145 -1.416 -1.350
H 2.828 1.502 -3.118
Se -0.674 -2.957 2.171
S 1.412 2.214 0.284
C -2.881 -3.399 -1.196
H 4.185 0.600 2.257
C 1.878 2.432 -1.444
C -2.427 0.822 -5.508
H 2.427 3.370 -1.529
C -1.208 0.431 -4.906
H -5.322 2.003 -2.940
H -0.949 -3.682 -3.949
C -4.215 1.741 -1.138
Sc -0.351 0.011 0.273
H 0.307 -1.983 -2.704
O -3.624 1.505 1.658
H 4.443 -1.904 0.278
S 2.563 -0.834 1.288
C 3.785 -1.086 -0.011
H 0.397 1.637 5.361
C -3.461 1.228 -4.722
H 2.662 -2.395 -1.321
C 3.138 0.724 1.975
H -0.381 0.121 -5.534
H 0.222 1.743 2.902
H -3.072 -4.581 -2.983
H 0.145 -0.584 6.489
C -3.329 1.261 -3.310
C -1.058 0.446 -3.550
Se -2.535 -1.877 1.193
H 4.408 -0.195 -0.087
*
```

***

[3]
Molecular formula: C26H26N5PdS2Se
Method: DFT, ωB97M-V/def2-TZVPD

Properties
Energy above the lowest of the compared OMol25 structures with the same formula, charge and spin: 0.0 kcal/mol
E_HOMO (spin up / spin down): -10.31 / -10.35 eV
Frontier orbital gap (spin up / spin down): 7.193 / 5.168 eV

Geometry as ORCA input:
```
! wB97M-V def2-TZVPD RIJCOSX def2/J DEFGRID3
* xyz 1 5
S 1.891 2.418 2.351
C 0.803 -1.687 4.659
C 5.726 2.309 1.335
Pd 0.192 1.286 1.035
C 4.532 2.494 2.034
H -2.272 1.233 -1.463
H -0.495 -3.476 0.239
C -1.668 -2.950 -1.521
C -1.077 -0.274 5.068
H -0.385 -1.759 6.449
H -3.738 -2.364 -5.566
H -3.526 4.773 0.811
C 3.276 1.425 0.218
C -0.862 0.316 3.830
H -2.474 5.055 -0.545
Se -1.321 -0.986 0.495
C -3.134 0.598 -1.646
H -1.654 -4.693 -0.279
C 5.699 1.730 0.091
C -2.704 -0.783 -2.027
C -1.728 1.405 3.360
C -0.950 -3.936 -0.631
H 6.615 1.601 -0.473
C 3.305 2.078 1.500
H 0.720 0.055 -3.132
H -2.366 -3.479 -5.556
C -2.075 -3.400 -2.766
H -3.898 -3.973 -4.854
H -3.724 1.048 -2.442
C 2.051 0.493 -1.511
H -2.574 1.728 3.961
H 3.138 -0.052 -3.295
N -1.485 1.967 2.240
C 3.219 0.358 -2.299
H -1.895 0.067 5.690
C -3.102 -1.298 -3.250
N 2.095 0.990 -0.288
N 0.136 -0.078 3.028
H 1.486 -2.474 4.945
C 4.479 1.293 -0.489
S -0.485 3.235 -0.262
H -0.173 -4.456 -1.193
N -2.315 2.951 1.815
H -1.839 -4.419 -3.053
H -3.691 -0.674 -3.912
H 4.535 2.980 3.000
C 0.730 0.033 -2.044
C -0.235 -1.288 5.487
N -2.739 4.501 0.248
H 1.742 -1.331 2.755
C -1.915 3.538 0.699
H 0.538 -0.995 -1.727
H -3.738 0.591 -0.736
C -3.223 -3.125 -4.982
C 0.949 -1.050 3.438
C -2.787 -2.594 -3.646
C 4.421 0.733 -1.784
H 5.335 0.624 -2.356
H -0.078 0.656 -1.661
C -1.950 -1.607 -1.161
H 6.660 2.637 1.768
*
```

***

[4]
Molecular formula: C26H26N8O4RuS
Method: DFT, ωB97M-V/def2-TZVPD

Properties
Energy above the lowest of the compared OMol25 structures with the same formula, charge and spin: 2.7 kcal/mol
E_HOMO (spin up / spin down): -14.85 / -14.93 eV
Frontier orbital gap (spin up / spin down): 7.831 / 5.994 eV

Geometry as ORCA input:
```
! wB97M-V def2-TZVPD RIJCOSX def2/J DEFGRID3
* xyz 2 5
H 3.404 -0.432 -2.660
C -2.218 -0.965 5.150
H -3.691 -0.440 6.523
H 1.782 3.642 -4.540
H -2.703 -1.892 4.842
H -1.816 5.940 3.535
N 0.603 -0.640 -1.007
C -1.118 -3.551 0.011
H -4.790 -0.576 4.268
H -3.934 0.912 3.787
H -5.109 0.949 5.082
C -4.324 0.342 4.634
N 0.473 -1.931 -0.857
N -1.456 -0.481 3.986
C -1.749 -6.175 0.605
H -1.786 1.129 6.885
C 1.574 6.108 3.181
N -0.769 0.101 2.061
H -1.467 -1.195 5.903
H 0.279 -6.639 0.076
O 1.639 2.446 0.626
O -2.627 4.072 0.808
H 2.147 -1.210 -3.618
C -0.571 4.595 2.401
C 1.771 1.869 -3.322
C -2.555 1.335 6.140
O -1.590 -1.221 -0.119
O -2.304 2.616 2.780
N -0.592 2.590 0.920
H -3.164 -3.101 0.515
C 1.286 3.105 -3.743
H -3.723 -5.451 1.054
H 2.637 1.426 -3.792
C 0.287 6.439 3.597
H -1.999 -7.203 0.833
H -0.264 4.567 -3.444
C 0.706 4.256 1.973
C -2.725 -5.186 0.734
H 2.796 4.740 2.036
C 2.467 -0.987 -2.595
N 0.023 1.738 -1.691
H 0.848 -4.299 -0.472
N 0.171 0.418 2.982
C 0.705 3.055 1.121
H 2.629 -1.922 -2.070
C -0.808 -2.174 -0.281
C -1.782 -0.448 2.705
C -0.465 -5.861 0.178
C -2.414 -3.877 0.441
C -0.144 -4.552 -0.128
H -1.306 3.305 -1.579
C -0.441 2.911 -2.099
C 0.160 3.621 -3.138
H 0.139 7.300 4.234
H -2.097 1.875 5.309
H -3.292 1.998 6.593
C 1.117 1.204 -2.304
Ru -0.517 0.821 0.131
C -0.816 5.683 3.212
H -2.700 -0.808 2.275
C -3.233 0.056 5.662
S -1.761 3.467 1.766
C 1.801 5.009 2.363
C 1.442 -0.167 -1.917
N -0.236 0.068 4.132
H 2.407 6.717 3.502
*
```

***

Repeat the fourth record exactly.
Molecular formula: C26H26N8O4RuS
Method: DFT, ωB97M-V/def2-TZVPD

Properties
Energy above the lowest of the compared OMol25 structures with the same formula, charge and spin: 2.7 kcal/mol
E_HOMO (spin up / spin down): -14.85 / -14.93 eV
Frontier orbital gap (spin up / spin down): 7.831 / 5.994 eV

Geometry as ORCA input:
```
! wB97M-V def2-TZVPD RIJCOSX def2/J DEFGRID3
* xyz 2 5
H 3.404 -0.432 -2.660
C -2.218 -0.965 5.150
H -3.691 -0.440 6.523
H 1.782 3.642 -4.540
H -2.703 -1.892 4.842
H -1.816 5.940 3.535
N 0.603 -0.640 -1.007
C -1.118 -3.551 0.011
H -4.790 -0.576 4.268
H -3.934 0.912 3.787
H -5.109 0.949 5.082
C -4.324 0.342 4.634
N 0.473 -1.931 -0.857
N -1.456 -0.481 3.986
C -1.749 -6.175 0.605
H -1.786 1.129 6.885
C 1.574 6.108 3.181
N -0.769 0.101 2.061
H -1.467 -1.195 5.903
H 0.279 -6.639 0.076
O 1.639 2.446 0.626
O -2.627 4.072 0.808
H 2.147 -1.210 -3.618
C -0.571 4.595 2.401
C 1.771 1.869 -3.322
C -2.555 1.335 6.140
O -1.590 -1.221 -0.119
O -2.304 2.616 2.780
N -0.592 2.590 0.920
H -3.164 -3.101 0.515
C 1.286 3.105 -3.743
H -3.723 -5.451 1.054
H 2.637 1.426 -3.792
C 0.287 6.439 3.597
H -1.999 -7.203 0.833
H -0.264 4.567 -3.444
C 0.706 4.256 1.973
C -2.725 -5.186 0.734
H 2.796 4.740 2.036
C 2.467 -0.987 -2.595
N 0.023 1.738 -1.691
H 0.848 -4.299 -0.472
N 0.171 0.418 2.982
C 0.705 3.055 1.121
H 2.629 -1.922 -2.070
C -0.808 -2.174 -0.281
C -1.782 -0.448 2.705
C -0.465 -5.861 0.178
C -2.414 -3.877 0.441
C -0.144 -4.552 -0.128
H -1.306 3.305 -1.579
C -0.441 2.911 -2.099
C 0.160 3.621 -3.138
H 0.139 7.300 4.234
H -2.097 1.875 5.309
H -3.292 1.998 6.593
C 1.117 1.204 -2.304
Ru -0.517 0.821 0.131
C -0.816 5.683 3.212
H -2.700 -0.808 2.275
C -3.233 0.056 5.662
S -1.761 3.467 1.766
C 1.801 5.009 2.363
C 1.442 -0.167 -1.917
N -0.236 0.068 4.132
H 2.407 6.717 3.502
*
```